C2HF2I2N as an isolated structure at a distorted geometry. Source: the Open Molecules 2025 dataset; level of theory: ωB97M-V/def2-TZVPD.

E ... -926.53008 Ha
LUMO energy (spin up / spin down) ... -0.0423 / -0.0319 Ha
HOMO energy (spin up / spin down) ... -7.930 / -8.745 eV
Energy relative to the best compared isomer or geometry (same formula, charge and spin) ... 76.6 kcal/mol
Charge ... 0

Each line ends with the Löwdin charge.
Positions of all 8 atoms, in Å:
C (0.819, -0.068, 1.315)  -0.849
C (-0.827, 2.022, 1.279)  -0.791
N (0.736, -0.422, 0.141)  -0.031
F (-0.481, 3.314, 1.445)  -0.026
F (-1.734, 1.612, 2.229)  -0.082
I (1.873, -0.436, 2.986)  0.892
I (-1.603, 1.579, -0.615)  0.994
H (-0.117, -0.040, -0.445)  -0.106